Computed, not measured: a structure of composition C14H16AsF6PPtS2Te2, with ωB97M-V with the def2-TZVPD basis set.

HOMO-LUMO gap (spin up / spin down) ... 6.846 / 5.875 eV
Multiplicity ... 2
<S²> ... 0.754
Energy relative to the best compared isomer or geometry (same formula, charge and spin) ... 27.8 kJ/mol
Net charge ... -1
LUMO energy (spin up / spin down) ... 2.08 / 1.37 eV
Max |F| ... 0.0122 Eh/bohr

Atoms and positions in Å:
Pt (1.035, 0.833, -0.667)
C (1.520, 4.596, -1.375)
Te (0.030, 3.144, -1.024)
C (-0.205, 3.759, 0.997)
H (1.056, 5.566, -1.209)
H (1.822, 4.523, -2.417)
H (2.351, 4.433, -0.692)
H (0.744, 3.657, 1.516)
H (-0.957, 3.132, 1.470)
H (-0.538, 4.795, 1.001)
F (0.887, 3.339, -5.503)
As (0.180, 4.911, -5.312)
F (-0.335, 4.462, -3.693)
F (1.681, 5.487, -4.620)
F (-0.524, 6.483, -5.074)
F (0.712, 5.377, -6.895)
F (-1.322, 4.328, -5.951)
S (1.283, -1.551, -0.823)
P (0.019, -1.588, 0.744)
S (-0.563, 0.317, 1.099)
C (0.838, -2.326, 2.183)
C (0.881, -3.710, 2.334)
C (1.590, -4.272, 3.384)
C (2.259, -3.455, 4.286)
C (2.220, -2.077, 4.135)
C (1.511, -1.511, 3.086)
C (-1.430, -2.641, 0.486)
C (-2.305, -2.870, 1.547)
C (-3.443, -3.631, 1.353)
C (-3.715, -4.167, 0.099)
C (-2.849, -3.938, -0.958)
C (-1.705, -3.173, -0.767)
H (0.360, -4.350, 1.632)
H (1.620, -5.348, 3.498)
H (2.812, -3.895, 5.105)
H (2.744, -1.439, 4.835)
H (1.476, -0.436, 2.957)
H (-2.095, -2.447, 2.523)
H (-4.123, -3.806, 2.178)
H (-4.607, -4.761, -0.053)
H (-3.063, -4.348, -1.936)
H (-1.026, -2.977, -1.587)
Te (3.174, 1.573, -1.893)

Atomic forces in eV per Å
0.23 0.57 -0.14
0.06 0.03 0.00
-0.02 -0.09 0.06
-0.01 0.07 0.07
-0.01 0.00 -0.03
0.02 0.01 0.02
0.00 -0.01 -0.03
-0.01 0.00 0.01
0.01 -0.01 0.01
0.00 0.00 0.01
-0.03 0.04 0.00
0.15 0.05 -0.03
-0.09 -0.02 -0.01
-0.06 0.00 -0.03
0.01 -0.01 0.02
-0.01 -0.03 0.03
0.00 0.01 0.01
0.06 -0.05 0.14
-0.02 0.19 0.01
-0.04 -0.36 -0.09
-0.02 0.05 0.10
-0.01 -0.03 -0.03
0.02 0.02 0.03
-0.01 -0.01 -0.01
0.00 0.01 0.01
-0.01 0.01 -0.01
0.04 -0.09 -0.10
0.02 0.02 0.03
-0.02 -0.02 -0.03
0.00 0.01 0.01
0.01 0.01 -0.01
0.00 0.01 -0.01
0.00 0.01 -0.01
0.00 0.00 -0.01
0.00 0.00 0.00
0.00 0.00 0.00
0.00 0.00 0.00
0.01 0.00 0.00
0.00 0.00 0.00
0.00 0.00 0.00
0.00 0.00 0.00
0.00 0.00 0.00
-0.27 -0.36 -0.01

Computed, not measured: the ion C3H8N with charge +2, with ωB97M-V with the def2-TZVPD basis set.

HOMO-LUMO gap (spin up / spin down) ... 11.588 / 9.045 eV
Multiplicity ... 2
<S²> ... 0.753
Energy relative to the best compared isomer or geometry (same formula, charge and spin) ... 88.8 kJ/mol
Net charge ... +2
LUMO energy (spin up / spin down) ... -11.13 / -14.81 eV
Max |F| ... 0.0900 Eh/bohr

Atoms and positions in Å:
C (0.889, 1.109, 0.023)
C (-0.197, -0.006, 0.069)
C (-1.303, 0.254, 0.838)
N (0.066, -1.320, -0.791)
H (0.434, 2.125, 0.076)
H (1.596, 0.976, 0.830)
H (1.602, 1.049, -0.834)
H (-2.252, -0.406, 0.887)
H (-1.077, 0.968, 1.700)
H (1.048, -1.298, -0.958)
H (-0.573, -1.284, -1.624)
H (-0.232, -2.167, -0.215)

Atomic forces in eV per Å
-1.08 -1.31 -1.91
3.52 1.08 -1.80
-1.90 -1.50 2.41
-3.32 1.60 2.80
0.18 -0.66 0.21
0.15 -0.14 1.22
-0.85 -0.07 0.14
1.31 1.40 -0.29
-0.78 -0.59 -1.27
1.22 -0.48 -0.87
0.91 -0.11 0.14
0.63 0.78 -0.78

Computed, not measured: a structure of composition C12H16Cl3F3O3Sn, with ωB97M-V with the def2-TZVPD basis set.

HOMO-LUMO gap ... 4.375 eV
Net charge ... -2
LUMO energy ... 5.04 eV
Max |F| ... 0.0350 Eh/bohr

Atoms and positions in Å:
C (2.149, -0.222, 0.120)
C (2.113, 1.180, 0.378)
C (1.424, 1.810, -0.696)
C (2.694, 1.857, 1.556)
C (1.051, 0.800, -1.632)
C (1.525, -0.449, -1.144)
C (1.431, -1.736, -1.852)
C (2.740, -1.241, 1.005)
C (1.170, 3.258, -0.802)
C (0.321, 1.001, -2.893)
Sn (-1.462, -0.553, 1.297)
Cl (-0.457, 1.223, 2.654)
Cl (-0.622, -2.145, 2.873)
Cl (-2.123, 1.182, -0.218)
H (2.715, 1.185, 2.423)
H (2.116, 2.751, 1.826)
H (3.728, 2.174, 1.345)
H (0.802, 3.660, 0.153)
H (0.425, 3.464, -1.577)
H (2.096, 3.792, -1.063)
H (-0.411, 1.811, -2.799)
H (-0.213, 0.084, -3.157)
H (1.011, 1.243, -3.712)
H (0.493, -1.785, -2.411)
H (1.451, -2.567, -1.143)
H (2.263, -1.864, -2.558)
H (2.528, -1.017, 2.060)
H (3.832, -1.287, 0.874)
H (2.321, -2.228, 0.785)
O (-0.786, -1.595, -0.210)
H (-0.979, -2.548, -0.091)
F (-6.361, -2.467, 0.530)
C (-5.654, -1.663, 1.362)
F (-6.194, -0.405, 1.297)
F (-5.812, -2.121, 2.641)
C (-4.130, -1.581, 0.969)
O (-3.709, -2.132, -0.041)
O (-3.486, -0.871, 1.853)

Atomic forces in eV per Å
-0.67 1.11 -1.06
-0.77 -0.64 -1.10
0.38 -1.61 0.18
0.18 0.15 0.18
1.10 -0.19 1.41
0.35 1.57 0.76
-0.02 -0.26 -0.23
0.23 -0.23 0.24
-0.04 0.32 0.04
-0.15 0.01 -0.34
0.99 1.32 -0.41
-0.57 -0.68 -0.15
-0.26 -0.31 0.25
-0.37 -0.14 0.13
0.03 0.18 0.01
0.10 -0.06 0.10
0.07 0.12 0.25
-0.02 0.14 -0.14
0.00 0.14 0.05
-0.10 0.30 -0.02
-0.04 -0.04 -0.15
-0.13 0.11 -0.16
-0.15 0.07 -0.30
0.03 -0.22 -0.07
-0.01 -0.14 -0.11
0.03 -0.21 -0.13
0.11 -0.14 -0.05
0.09 -0.25 0.21
0.11 -0.04 0.12
-0.64 -0.98 0.30
0.10 0.75 0.07
0.35 0.59 0.75
0.25 0.41 -0.03
0.10 -1.18 0.13
-0.14 0.31 -1.09
0.50 -0.18 -0.22
-0.88 0.58 1.41
-0.13 -0.67 -0.83

Computed, not measured: an isolated molecule of C7H6ClNO, with ωB97M-V with the def2-TZVPD basis set.

HOMO-LUMO gap ... 9.156 eV
Energy relative to the best compared isomer or geometry (same formula, charge and spin) ... 109.2 kJ/mol
Net charge ... 0
LUMO energy ... 0.51 eV
Max |F| ... 0.0782 Eh/bohr

Atoms and positions in Å:
O (-4.309, -1.484, -0.554)
C (-3.172, -1.242, -0.448)
N (-2.586, 0.018, 0.468)
Cl (-3.723, 1.297, 0.374)
C (-1.249, 0.306, 0.209)
C (-0.651, 1.407, -0.423)
C (0.742, 1.416, -0.543)
C (1.565, 0.398, -0.053)
C (0.910, -0.654, 0.618)
C (-0.427, -0.732, 0.776)
H (-2.243, -1.963, -0.700)
H (-1.140, 2.049, -1.159)
H (1.089, 2.210, -1.107)
H (2.654, 0.421, -0.202)
H (1.528, -1.295, 1.242)
H (-0.852, -1.398, 1.536)

Atomic forces in eV per Å
-0.24 0.39 -0.29
3.28 0.15 2.02
-2.54 -2.03 -2.37
0.12 0.22 -0.02
1.50 -0.78 0.69
-0.13 -1.51 -0.83
-0.37 -1.78 0.83
-0.89 0.38 -0.27
2.54 0.34 0.60
-1.61 1.63 0.17
-1.72 1.68 0.31
-0.53 0.16 1.01
1.20 1.43 -0.96
-0.66 -0.02 0.27
0.01 -0.39 -0.46
0.01 0.10 -0.69

Computed, not measured: a cluster of 4 separate species, C37H77ClN5O3Si in total, with ωB97M-V with the def2-TZVPD basis set.

HOMO-LUMO gap (spin up / spin down) ... 8.894 / 8.208 eV
Multiplicity ... 4
<S²> ... 3.762
Net charge ... 0
LUMO energy (spin up / spin down) ... 0.50 / -0.19 eV
Max |F| ... 0.0625 Eh/bohr

Atoms and positions in Å:
C (-0.276, 1.363, 2.014)
C (1.113, 0.636, 2.145)
C (2.261, 1.613, 2.555)
N (3.513, 0.933, 2.972)
Si (4.761, 0.876, 1.712)
C (5.643, -0.819, 1.942)
N (6.020, 2.101, 1.850)
C (5.676, 3.145, 2.515)
C (5.560, 4.516, 1.753)
C (5.408, 3.211, 4.038)
C (4.050, 0.871, -0.090)
Cl (5.014, -0.389, -1.042)
C (4.210, 2.235, -0.851)
C (2.858, 3.000, -1.079)
H (-0.305, 2.341, 2.538)
H (-0.540, 1.579, 0.951)
H (-1.122, 0.741, 2.411)
H (0.980, -0.190, 2.875)
H (1.296, 0.146, 1.161)
H (2.459, 2.402, 1.799)
H (1.873, 2.150, 3.460)
H (3.234, -0.021, 3.201)
H (6.654, -0.716, 1.497)
H (5.756, -0.989, 3.041)
H (5.067, -1.666, 1.524)
H (5.756, 5.372, 2.428)
H (4.619, 4.596, 1.179)
H (6.397, 4.498, 1.016)
H (4.401, 3.652, 4.201)
H (5.373, 2.176, 4.441)
H (6.200, 3.750, 4.592)
H (2.994, 0.548, -0.151)
H (4.950, 2.917, -0.396)
H (4.600, 1.989, -1.864)
H (2.124, 2.886, -0.256)
H (3.096, 4.089, -1.141)
H (2.349, 2.718, -2.025)
C (4.813, -5.314, -2.483)
C (6.219, -4.685, -2.358)
C (6.167, -3.216, -2.798)
C (6.045, -3.044, -4.310)
C (7.140, -3.826, -5.032)
C (7.199, -5.304, -4.618)
N (7.206, -5.478, -3.142)
O (8.410, -5.168, -2.707)
C (6.010, -6.067, -5.239)
C (8.429, -5.951, -5.280)
C (6.515, -4.736, -0.848)
H (4.868, -6.405, -2.503)
H (4.186, -5.043, -1.631)
H (4.263, -4.976, -3.359)
H (7.072, -2.695, -2.465)
H (5.331, -2.709, -2.310)
H (5.058, -3.363, -4.656)
H (6.126, -1.984, -4.565)
H (6.988, -3.748, -6.112)
H (8.102, -3.346, -4.825)
H (5.976, -7.097, -4.876)
H (6.107, -6.106, -6.325)
H (5.043, -5.607, -5.051)
H (9.360, -5.448, -5.018)
H (8.342, -5.904, -6.366)
H (8.515, -7.003, -4.999)
H (6.560, -5.768, -0.493)
H (5.726, -4.226, -0.292)
H (7.449, -4.240, -0.585)
C (-6.103, -2.341, 4.532)
C (-4.996, -1.303, 4.242)
C (-5.634, 0.026, 3.811)
C (-6.197, -0.009, 2.393)
C (-5.144, -0.490, 1.404)
C (-4.503, -1.827, 1.805)
N (-4.049, -1.835, 3.223)
O (-2.943, -1.125, 3.291)
C (-5.500, -2.978, 1.560)
C (-3.351, -2.131, 0.831)
C (-4.310, -1.101, 5.605)
H (-5.706, -3.358, 4.514)
H (-6.536, -2.186, 5.522)
H (-6.943, -2.282, 3.842)
H (-4.890, 0.829, 3.866)
H (-6.427, 0.302, 4.510)
H (-7.084, -0.649, 2.347)
H (-6.532, 0.990, 2.108)
H (-5.593, -0.576, 0.411)
H (-4.370, 0.281, 1.321)
H (-5.101, -3.925, 1.932)
H (-5.687, -3.100, 0.492)
H (-6.477, -2.820, 2.008)
H (-2.599, -1.342, 0.810)
H (-3.733, -2.227, -0.187)
H (-2.857, -3.071, 1.089)
H (-3.841, -2.026, 5.949)
H (-5.043, -0.800, 6.356)
H (-3.551, -0.318, 5.583)
C (-6.523, 3.437, -3.322)
C (-7.089, 3.225, -1.900)
C (-7.794, 4.505, -1.428)
C (-6.824, 5.623, -1.053)
C (-5.793, 5.126, -0.045)
C (-5.063, 3.855, -0.503)
N (-6.002, 2.802, -0.975)
O (-6.562, 2.263, 0.087)
C (-4.054, 4.205, -1.617)
C (-4.171, 3.356, 0.649)
C (-8.145, 2.119, -2.080)
H (-5.751, 2.701, -3.555)
H (-7.306, 3.327, -4.075)
H (-6.115, 4.433, -3.482)
H (-8.419, 4.285, -0.556)
H (-8.475, 4.862, -2.206)
H (-6.327, 6.017, -1.944)
H (-7.380, 6.460, -0.623)
H (-5.067, 5.920, 0.152)
H (-6.301, 4.937, 0.907)
H (-3.597, 3.302, -2.027)
H (-3.249, 4.827, -1.221)
H (-4.481, 4.775, -2.438)
H (-4.735, 3.160, 1.562)
H (-3.421, 4.108, 0.900)
H (-3.642, 2.442, 0.367)
H (-7.682, 1.188, -2.416)
H (-8.878, 2.416, -2.831)
H (-8.703, 1.916, -1.165)

Atomic forces in eV per Å
-0.41 -0.04 -0.19
-0.72 0.42 -0.66
-0.86 -0.02 1.35
-0.35 0.03 -1.74
1.78 -2.10 0.73
-0.28 0.66 0.57
-2.47 0.37 0.42
0.38 1.02 -0.33
1.59 -0.57 0.37
-0.43 -1.10 -0.40
0.29 1.01 -0.48
-0.48 0.39 0.35
-0.70 -0.17 -0.88
0.31 0.47 0.14
0.13 -0.59 -0.13
0.33 -0.14 0.66
0.82 0.46 -0.26
0.45 0.58 -0.17
0.21 0.23 0.67
-0.15 -0.52 0.21
0.18 -0.14 -0.71
0.41 0.15 0.19
-0.66 -0.38 0.18
0.03 0.11 -0.70
0.49 0.38 0.07
-0.55 -0.32 -0.38
0.31 -0.01 0.57
-0.67 0.06 0.35
0.71 0.06 0.06
0.04 0.68 -0.30
-0.46 0.09 -0.53
0.62 0.03 0.07
-0.32 -0.62 0.03
-0.15 0.26 0.70
0.45 -0.05 -0.36
-0.32 -0.68 -0.06
0.37 0.01 0.61
-0.28 -0.04 -0.25
-1.90 -0.19 0.99
0.30 0.21 -0.40
-0.01 -0.07 0.00
-0.02 0.38 0.34
-0.74 -0.95 -1.82
2.22 2.28 0.33
-0.60 -0.92 0.00
-0.37 0.07 0.03
0.41 0.09 0.53
0.68 -0.07 -0.07
0.05 0.04 -0.05
0.20 0.08 0.05
0.08 -0.09 -0.05
0.05 -0.18 0.05
0.00 -0.26 0.09
0.02 -0.03 0.02
-0.02 -0.03 0.02
0.04 -0.23 0.02
0.03 -0.16 0.10
0.02 0.06 0.05
0.19 0.05 0.06
0.03 -0.03 0.10
-0.09 -0.04 0.17
-0.24 0.07 0.08
-0.01 0.05 0.05
0.03 0.02 -0.05
-0.10 -0.01 -0.24
0.04 -0.13 -0.15
-0.30 -0.15 -0.16
-1.39 -0.65 1.53
0.13 0.20 -0.48
-0.07 0.00 0.07
-0.02 0.36 0.34
-0.85 -1.32 -1.56
1.29 2.91 -0.39
-0.16 -1.01 0.21
-0.33 -0.06 0.14
0.49 0.24 0.41
0.63 0.12 -0.26
0.02 0.05 -0.06
0.17 0.13 -0.01
0.09 -0.06 -0.08
0.12 -0.15 0.02
0.08 -0.19 0.12
0.03 -0.03 0.02
0.02 -0.07 -0.03
0.10 -0.16 0.01
0.09 -0.12 0.08
0.01 0.06 0.04
0.17 0.11 0.01
0.06 0.00 0.08
-0.02 -0.04 0.18
-0.22 0.00 0.14
0.00 0.05 0.04
0.01 0.02 -0.05
-0.15 -0.08 -0.20
0.04 -0.13 -0.16
0.21 0.24 -0.18
-0.53 -0.03 -2.12
0.13 0.26 0.46
0.04 -0.03 -0.04
-0.52 0.03 -0.01
2.04 0.81 -0.39
-1.89 0.51 2.55
0.63 -0.39 -0.80
-0.06 0.16 -0.33
-0.46 -0.45 0.22
0.08 -0.26 0.63
0.00 0.04 0.07
-0.09 -0.06 0.19
0.10 -0.06 0.07
0.10 -0.16 -0.01
0.07 -0.20 -0.10
0.00 -0.04 0.00
0.02 -0.03 -0.03
0.14 -0.18 -0.04
0.04 -0.18 -0.04
-0.07 0.00 0.02
-0.08 -0.08 0.17
-0.05 -0.09 -0.01
-0.08 -0.10 -0.13
-0.09 0.08 -0.21
-0.06 0.01 -0.01
0.02 0.03 0.04
0.19 0.17 -0.04
0.20 -0.02 0.05